Record 1
Below is a cluster of 12 separate species, C31H86O26S12 in total at a distorted geometry, with properties calculated with ωB97M-V/def2-TZVPD.

Geometry as ORCA input:
```
! wB97M-V def2-TZVPD RIJCOSX def2/J DEFGRID3
* xyz 0 1
O 3.21 -3.78 -6.27
S 4.61 -3.31 -6.01
O 5.07 -3.35 -4.62
O 5.65 -4.09 -7.01
C 5.26 -4.30 -8.37
C 6.38 -4.99 -9.14
C 4.74 -1.60 -6.47
H 4.73 -3.38 -8.64
H 4.48 -5.06 -8.48
H 7.26 -4.35 -9.22
H 6.06 -5.33 -10.13
H 6.74 -5.84 -8.56
H 4.01 -1.00 -5.93
H 4.50 -1.61 -7.54
H 5.77 -1.29 -6.35
O -8.92 -4.64 2.06
S -9.21 -5.53 0.95
O -9.98 -6.73 1.20
O -9.98 -4.62 -0.10
C -10.76 -5.25 -1.09
C -11.22 -4.09 -1.97
C -7.76 -5.88 -0.09
H -11.56 -5.83 -0.63
H -10.17 -5.90 -1.74
H -10.75 -3.16 -1.65
H -12.29 -3.88 -1.92
H -11.01 -4.35 -3.00
H -7.08 -5.04 -0.20
H -8.23 -6.26 -1.00
H -7.18 -6.63 0.46
O -0.68 -9.99 -0.96
S 0.77 -9.70 -0.84
O 1.74 -10.45 0.08
O 1.44 -9.77 -2.40
C 0.60 -9.44 -3.59
C -0.03 -10.73 -4.05
C 1.03 -7.78 -0.66
H 1.17 -8.90 -4.35
H -0.26 -8.80 -3.40
H -0.63 -11.14 -3.24
H 0.60 -11.42 -4.61
H -0.84 -10.52 -4.74
H 2.09 -7.71 -0.41
H 0.34 -7.52 0.14
H 0.81 -7.28 -1.61
O -0.41 3.90 7.25
S -1.20 4.45 8.35
O -1.35 5.90 8.47
O -2.73 3.81 8.22
C -3.60 4.04 9.29
C -4.97 3.77 8.58
C -0.68 3.96 10.12
H -3.58 5.04 9.71
H -3.45 3.27 10.05
H -5.84 3.86 9.23
H -5.00 2.86 7.98
H -5.02 4.56 7.83
H -1.16 4.62 10.84
H 0.38 3.93 10.35
H -1.01 2.97 10.42
O 7.59 -7.31 5.96
S 8.64 -6.38 6.51
O 8.86 -6.34 7.94
O 10.07 -6.51 5.79
C 10.57 -7.86 5.71
C 11.39 -8.34 6.91
C 8.24 -4.70 5.85
H 10.98 -8.09 4.73
H 9.74 -8.57 5.71
H 11.76 -9.37 6.88
H 10.85 -8.27 7.85
H 12.22 -7.67 7.09
H 8.39 -4.69 4.77
H 8.85 -4.01 6.44
H 7.21 -4.48 6.15
O -9.15 8.64 2.69
S -10.21 7.92 2.00
O -10.80 8.44 0.75
O -9.71 6.34 1.80
C -10.28 5.45 1.03
C -9.19 4.74 0.18
C -11.72 7.69 3.07
H -11.09 5.95 0.51
H -10.59 4.72 1.78
H -8.42 4.31 0.82
H -8.76 5.55 -0.41
H -9.70 4.09 -0.53
H -11.75 8.43 3.87
H -11.52 6.72 3.54
H -12.59 7.63 2.42
O -3.24 3.64 -7.44
S -3.43 4.63 -8.47
O -2.49 5.74 -8.56
O -3.54 3.86 -9.94
C -2.38 3.34 -10.43
C -2.87 2.92 -11.77
C -5.19 5.33 -8.38
H -2.05 2.57 -9.73
H -1.61 4.11 -10.52
H -2.06 2.82 -12.50
H -3.54 3.65 -12.20
H -3.36 1.95 -11.80
H -5.50 5.81 -9.31
H -5.39 6.02 -7.56
H -5.82 4.44 -8.35
C -0.44 1.98 -0.16
S -0.71 0.60 1.10
O -1.55 -0.58 0.49
C 1.07 0.10 1.13
H 0.32 2.73 0.03
H -1.39 2.46 -0.39
H -0.20 1.47 -1.09
H 1.28 -0.54 1.98
H 1.69 1.00 1.05
H 1.21 -0.46 0.21
C -2.11 9.81 0.92
S -0.57 9.43 0.01
O 0.10 10.65 -0.66
C 0.46 8.91 1.41
H -1.86 10.82 1.25
H -2.20 9.20 1.82
H -3.01 9.84 0.31
H 1.41 8.60 0.99
H -0.10 8.09 1.87
H 0.66 9.70 2.13
C 10.20 1.53 0.29
S 11.77 1.14 1.24
O 12.10 -0.24 0.64
C 12.93 2.25 0.19
H 10.17 2.56 -0.04
H 9.35 1.51 0.97
H 9.98 0.84 -0.53
H 12.80 3.31 0.41
H 12.68 2.29 -0.87
H 13.92 1.81 0.28
C 6.60 9.59 -4.15
S 7.11 7.90 -3.77
O 5.91 6.96 -3.60
C 7.87 7.58 -5.43
H 7.45 10.00 -4.69
H 6.66 10.12 -3.20
H 5.64 9.63 -4.67
H 8.29 6.58 -5.32
H 8.66 8.25 -5.74
H 7.11 7.60 -6.21
C -1.48 -6.11 8.26
S -1.47 -4.24 8.57
O -0.04 -3.75 8.39
C -2.82 -3.90 7.33
H -0.48 -6.40 7.94
H -2.27 -6.23 7.52
H -1.77 -6.61 9.18
H -2.54 -4.13 6.31
H -2.93 -2.81 7.33
H -3.72 -4.49 7.52
*
```

LUMO = 0.39 eV
Kohn-Sham gap = 0.33012 Eh
E = -7966.63226 Eh
Molecular weight = 1259.81 g/mol

These are the Mulliken partial charges, in e, on atoms 1 to 8: -0.6171, 1.1252, -0.6090, -0.2923, -0.0923, -1.2031, -0.8244, 0.3468


Record 2
Below is the molecule C22H27N3O5S at a distorted geometry, with properties calculated with ωB97M-V/def2-TZVPD.

Geometry as ORCA input:
```
! wB97M-V def2-TZVPD RIJCOSX def2/J DEFGRID3
* xyz 0 1
C -8.86 -1.30 -1.54
C -8.45 -0.58 -0.26
H -9.14 0.24 -0.03
H -8.42 -1.29 0.57
O -7.18 0.04 -0.39
C -6.11 -0.77 -0.22
O -6.18 -1.93 0.10
N -4.94 -0.13 -0.47
C -3.68 -0.80 -0.22
H -3.07 -0.75 -1.12
H -3.90 -1.84 0.02
C -2.96 -0.12 0.95
N -2.82 1.29 0.68
C -1.67 1.99 0.56
O -1.66 3.19 0.36
C -0.39 1.22 0.68
C -0.02 0.26 -0.26
C 1.20 -0.36 -0.18
C 2.10 -0.06 0.84
C 1.72 0.90 1.78
C 0.50 1.54 1.69
H 0.23 2.29 2.42
H 2.38 1.15 2.60
N 3.33 -0.71 0.93
S 3.60 -2.17 0.16
O 2.40 -2.94 0.21
O 4.78 -2.73 0.75
C 3.98 -1.78 -1.57
H 3.51 -2.54 -2.18
H 3.60 -0.80 -1.82
H 5.05 -1.81 -1.69
C 4.54 -0.02 1.35
C 5.20 0.65 0.17
C 4.57 1.71 -0.48
C 5.16 2.29 -1.59
C 6.37 1.83 -2.06
C 7.01 0.77 -1.41
C 6.42 0.19 -0.31
H 6.91 -0.64 0.19
H 7.96 0.41 -1.78
H 6.83 2.28 -2.92
H 4.66 3.11 -2.08
H 3.62 2.07 -0.11
H 5.19 -0.78 1.77
H 4.30 0.71 2.12
H 1.46 -1.11 -0.91
H -0.69 0.02 -1.07
C -4.09 1.95 0.46
H -4.71 1.87 1.36
C -4.81 1.29 -0.72
H -4.22 1.43 -1.63
H -5.80 1.72 -0.86
H -3.89 3.01 0.25
H -3.56 -0.24 1.86
H -1.98 -0.57 1.11
H -8.85 -0.61 -2.38
H -8.17 -2.11 -1.74
H -9.86 -1.70 -1.43
*
```

SMILES = CCOC(=O)N1CCN(C(=O)c2ccc(N(Cc3ccccc3)S(C)(=O)=O)cc2)CC1
LUMO = 0.64 eV
Kohn-Sham gap = 0.34356 Eh
E = -1793.21998 Eh
Molecular weight = 445.54 g/mol

These are the natural (NBO) partial charges, in e, on atoms 1 to 8: -0.6357, -0.0674, 0.1861, 0.2007, -0.5292, 0.8959, -0.6628, -0.4540


Record 3
Below is a structure of composition C2H2O2PRh at a distorted geometry, with properties calculated with ωB97M-V/def2-TZVPD.

Geometry as ORCA input:
```
! wB97M-V def2-TZVPD RIJCOSX def2/J DEFGRID3
* xyz 0 5
P 2.34 1.25 0.46
O 2.43 -0.17 -0.34
O -0.04 1.26 0.73
C -1.05 0.61 0.13
C -1.33 -0.73 0.08
H -1.58 -1.32 0.97
H -1.50 -1.22 -0.90
Rh 0.72 0.32 -1.13
*
```

LUMO (alpha / beta) = -0.89 / -1.26 eV
Kohn-Sham gap (alpha / beta) = 0.24997 / 0.28879 Eh
E = -679.53631 Eh
Molecular weight = 191.92 g/mol

Which charges does natural (NBO) predict for the atoms? In e, they are: 0.8752, -1.0054, -0.6903, 0.2575, -0.6421, 0.2291, 0.2247, 0.7513


Record 4
Below is a structure of composition C57H46AgBBrF4NO4PTe, with properties calculated with ωB97M-V/def2-TZVPD.

Geometry as ORCA input:
```
! wB97M-V def2-TZVPD RIJCOSX def2/J DEFGRID3
* xyz -1 1
Ag -0.02 0.26 -0.31
F 2.36 -0.01 7.29
C 2.06 -0.35 6.04
C 2.42 -1.59 5.55
F 3.08 -2.45 6.34
C 2.10 -1.93 4.25
F 2.44 -3.15 3.84
C 1.43 -1.06 3.40
P 1.02 -1.44 1.64
C -0.22 -2.76 1.92
C 0.06 -4.12 1.93
C -0.96 -5.04 2.11
C -2.27 -4.60 2.30
C -2.55 -3.25 2.30
C -1.53 -2.32 2.10
C 2.46 -2.33 0.97
C 2.23 -3.00 -0.24
C 3.29 -3.54 -0.94
C 4.59 -3.42 -0.47
C 4.82 -2.75 0.72
C 3.76 -2.21 1.44
C 1.03 0.18 3.93
Br 0.00 1.40 2.93
C 1.35 0.52 5.23
F 0.99 1.69 5.76
H 1.08 -4.47 1.79
H -0.74 -6.10 2.11
H -3.07 -5.32 2.42
H -3.57 -2.90 2.42
H -1.76 -1.27 2.05
H 1.23 -3.06 -0.64
H 3.10 -4.06 -1.88
H 5.42 -3.84 -1.03
H 5.83 -2.64 1.10
H 3.97 -1.69 2.37
C -0.16 6.76 -3.60
C -0.17 5.63 -2.60
C -0.98 5.65 -1.47
C -1.01 4.60 -0.57
C -1.85 4.76 0.65
O -1.95 5.86 1.18
C -2.62 3.61 1.23
C -3.00 2.50 0.47
C -3.71 1.47 1.06
C -4.03 1.53 2.41
C -3.66 2.63 3.17
C -2.96 3.67 2.58
C -0.18 3.44 -0.74
O -0.23 2.50 0.12
C 0.71 3.45 -1.88
C 0.66 4.53 -2.76
C 1.75 2.43 -2.08
N 1.83 1.36 -1.38
C 2.93 0.42 -1.57
C 4.18 0.76 -0.78
Te 3.91 1.23 1.30
C 3.77 3.31 0.97
C 2.53 3.92 0.84
C 2.45 5.28 0.55
C 3.60 6.03 0.40
C 4.85 5.42 0.54
C 4.93 4.07 0.83
C 2.78 2.74 -3.14
C 2.70 2.18 -4.41
C 3.66 2.47 -5.36
C 4.71 3.32 -5.06
C 4.79 3.89 -3.79
C 3.82 3.60 -2.84
H -0.92 7.51 -3.34
H -0.37 6.41 -4.61
H 0.80 7.27 -3.62
H -1.61 6.51 -1.27
H -2.71 2.44 -0.57
H -3.97 0.60 0.47
H -4.57 0.71 2.87
H -3.90 2.67 4.22
H -2.66 4.54 3.15
H 1.32 4.53 -3.62
H 3.23 0.32 -2.62
H 2.56 -0.56 -1.26
H 4.68 1.64 -1.18
H 4.87 -0.08 -0.82
H 1.63 3.33 0.93
H 1.47 5.73 0.42
H 3.54 7.08 0.16
H 5.75 6.01 0.43
H 5.90 3.60 0.94
H 1.87 1.51 -4.64
H 3.59 2.03 -6.35
H 5.46 3.55 -5.80
H 5.60 4.56 -3.55
H 3.87 4.06 -1.86
C -5.68 -6.93 -1.12
C -5.73 -5.43 -0.79
C -6.80 -4.78 -1.67
C -6.13 -5.29 0.69
C -4.39 -4.74 -1.02
C -3.28 -5.40 -1.54
C -2.05 -4.76 -1.75
C -1.97 -3.43 -1.42
O -0.91 -2.58 -1.47
B -1.32 -1.32 -0.92
O -2.72 -1.47 -0.62
C -3.07 -2.75 -0.90
C -4.28 -3.37 -0.71
H -6.65 -7.38 -0.91
H -4.92 -7.44 -0.52
H -5.45 -7.09 -2.18
H -7.77 -5.27 -1.51
H -6.54 -4.87 -2.72
H -6.92 -3.72 -1.44
H -7.09 -5.79 0.87
H -6.23 -4.25 0.98
H -5.37 -5.75 1.33
H -3.35 -6.45 -1.79
H -1.20 -5.29 -2.14
H -5.11 -2.81 -0.30
*
```

LUMO = 2.07 eV
Kohn-Sham gap = 0.23400 Eh
E = -6310.22785 Eh
Molecular weight = 1242.15 g/mol

These are the Mulliken partial charges, in e, on atoms 1 to 8: 0.1770, -0.3174, 0.5110, 0.2064, -0.3194, 0.1832, -0.4024, 0.2645


Record 5
Below is the ion C5H10NO with charge +1 at a distorted geometry, with properties calculated with ωB97M-V/def2-TZVPD.

Geometry as ORCA input:
```
! wB97M-V def2-TZVPD RIJCOSX def2/J DEFGRID3
* xyz 1 1
C -0.25 -1.33 -0.01
C 1.36 -1.23 0.00
C -0.25 0.18 0.07
C -0.80 0.86 1.36
C -0.66 0.79 -1.27
N 1.28 0.16 0.03
O 2.07 0.98 -0.13
H -0.66 -1.67 -0.94
H -0.83 -1.90 0.74
H 1.90 -1.45 0.87
H 2.02 -1.55 -0.97
H -0.24 1.77 1.41
H -0.74 0.19 2.25
H -1.75 1.22 1.21
H -0.61 1.84 -1.06
H -1.68 0.48 -1.34
H -0.16 0.68 -2.22
*
```

SMILES = CC1(C)CC[N+]1=O
LUMO = -6.45 eV
Kohn-Sham gap = 0.35839 Eh
E = -326.10560 Eh
Molecular weight = 100.14 g/mol

These are the natural (NBO) partial charges, in e, on atoms 1 to 8: -0.4223, -0.3057, 0.1079, -0.6144, -0.6367, 0.3751, -0.0831, 0.2456


Record 6
Below is the molecule C5H6N2 at a distorted geometry, with properties calculated with ωB97M-V/def2-TZVPD.

Geometry as ORCA input:
```
! wB97M-V def2-TZVPD RIJCOSX def2/J DEFGRID3
* xyz 0 1
C 0.35 -1.35 -1.60
C 0.68 -1.32 -0.24
C 0.08 -0.35 -2.62
C 0.54 -0.87 1.14
C -0.05 0.49 1.47
N 0.07 -1.81 -2.73
N 1.81 -1.07 0.39
H -0.98 0.21 -2.74
H 0.86 0.14 -3.25
H 0.29 -1.75 1.72
H 0.04 0.65 2.55
H -0.94 0.46 0.85
H 0.41 1.41 1.02
*
```

SMILES = C[C@@H]1N=C1C1=NC1
LUMO = 0.49 eV
Kohn-Sham gap = 0.38076 Eh
E = -303.44457 Eh
Molecular weight = 94.12 g/mol

These are the natural (NBO) partial charges, in e, on atoms 1 to 8: 0.1807, 0.1429, -0.2856, -0.0718, -0.6722, -0.2657, -0.2809, 0.1720


Record 7
Below is a structure of composition C5H6GaOS2Se4, with properties calculated with ωB97M-V/def2-TZVPD.

Geometry as ORCA input:
```
! wB97M-V def2-TZVPD RIJCOSX def2/J DEFGRID3
* xyz -1 1
Ga -1.45 0.24 -1.34
C 2.71 -0.13 0.18
C 1.21 -0.25 -0.03
S 0.76 -0.37 -1.75
C 0.34 -0.30 0.99
C 0.77 -0.17 2.43
S -1.41 -0.52 0.82
H 3.22 -0.12 -0.78
H 3.09 -0.99 0.75
H 2.97 0.78 0.72
H 1.85 -0.15 2.53
H 0.37 -1.01 3.01
H 0.36 0.75 2.86
Se -3.55 -0.08 -2.53
Se -4.59 1.72 -1.47
Se -3.22 3.47 -2.13
Se -1.16 2.79 -1.25
O -0.95 -3.34 -1.38
C -1.32 -2.30 -1.65
*
```

LUMO = 2.81 eV
Kohn-Sham gap = 0.25499 Eh
E = -12596.45398 Eh
Molecular weight = 531.80 g/mol

These are the natural (NBO) partial charges, in e, on atoms 1 to 8: 0.8102, -0.6422, -0.1870, -0.2756, -0.1696, -0.6397, -0.2883, 0.2216


Record 8
Below is the molecule C3H5BO2 at a distorted geometry, with properties calculated with ωB97M-V/def2-TZVPD.

Geometry as ORCA input:
```
! wB97M-V def2-TZVPD RIJCOSX def2/J DEFGRID3
* xyz 0 1
B -1.45 -0.73 0.06
C 1.47 -1.99 -0.02
C 1.31 -0.72 0.00
C 0.60 0.59 0.07
O -0.81 0.44 -0.10
O -2.79 -0.64 0.05
H -1.03 -1.89 0.15
H 2.40 -0.76 0.07
H 0.67 0.92 1.16
H 0.98 1.26 -0.63
H -3.45 -0.11 -0.38
*
```

LUMO = 0.59 eV
Kohn-Sham gap = 0.40906 Eh
E = -292.55746 Eh
Molecular weight = 83.88 g/mol

These are the natural (NBO) partial charges, in e, on atoms 1 to 8: 0.9312, 0.1478, -0.5562, -0.0734, -0.6840, -0.9251, -0.0998, 0.3213


Record 9
Below is a structure of composition C37H55CsGeN2OP2SeSi2 at a distorted geometry, with properties calculated with ωB97M-V/def2-TZVPD.

Geometry as ORCA input:
```
! wB97M-V def2-TZVPD RIJCOSX def2/J DEFGRID3
* xyz -2 1
Cs -0.28 0.78 -0.40
C -4.73 -1.83 2.58
Si -3.55 -2.71 1.38
C -3.57 -4.53 1.91
C -4.39 -2.66 -0.31
N -2.04 -1.99 1.30
P -0.73 -1.93 2.19
C 0.42 -0.88 1.68
P 1.92 -0.44 2.17
N 2.65 0.62 1.23
Si 4.21 1.23 1.18
C 4.93 1.84 2.83
C 5.49 0.01 0.50
C 4.27 2.72 0.02
C 1.85 0.24 3.89
C 1.73 -0.58 5.01
C 1.51 -0.05 6.28
C 1.40 1.32 6.44
C 1.51 2.15 5.33
C 1.73 1.61 4.08
C 3.11 -1.85 2.35
C 4.11 -1.97 3.31
C 5.01 -3.02 3.28
C 4.95 -3.97 2.28
C 3.96 -3.86 1.30
C 3.06 -2.81 1.34
C -1.32 -1.60 3.91
C -1.38 -0.27 4.30
C -1.90 0.10 5.53
C -2.37 -0.86 6.41
C -2.33 -2.20 6.03
C -1.81 -2.56 4.80
C -0.04 -3.64 2.32
C 0.73 -4.07 3.40
C 1.35 -5.31 3.41
C 1.21 -6.15 2.32
C 0.46 -5.74 1.23
C -0.16 -4.50 1.23
H -5.72 -2.28 2.57
H -4.83 -0.78 2.30
H -4.35 -1.86 3.60
H -4.57 -4.95 1.78
H -3.30 -4.65 2.96
H -2.87 -5.14 1.33
H -5.40 -3.07 -0.29
H -3.81 -3.23 -1.04
H -4.43 -1.64 -0.67
H 4.96 1.04 3.57
H 4.34 2.65 3.26
H 5.95 2.20 2.69
H 5.65 -0.83 1.17
H 6.45 0.51 0.34
H 5.16 -0.40 -0.45
H 3.61 3.51 0.37
H 3.93 2.44 -0.98
H 5.27 3.14 -0.07
H 1.78 -1.65 4.89
H 1.40 -0.72 7.12
H 1.22 1.74 7.42
H 1.41 3.22 5.45
H 1.82 2.26 3.21
H 4.19 -1.23 4.09
H 5.78 -3.09 4.05
H 5.65 -4.79 2.25
H 3.89 -4.60 0.51
H 2.28 -2.73 0.59
H -0.98 0.49 3.63
H -1.92 1.15 5.81
H -2.78 -0.58 7.37
H -2.70 -2.96 6.70
H -1.80 -3.60 4.52
H 0.86 -3.41 4.25
H 1.95 -5.60 4.26
H 1.70 -7.12 2.31
H 0.35 -6.38 0.36
H -0.75 -4.18 0.38
C -3.04 2.04 -1.51
O -1.72 2.34 -1.75
H -3.70 2.93 -1.53
H -3.20 1.57 -0.51
H -3.47 1.31 -2.23
C 3.03 -0.16 -5.14
Ge 1.52 0.80 -5.94
C 1.80 2.72 -5.62
C 1.60 0.54 -7.89
C -0.13 0.09 -5.19
Se -0.79 1.04 -3.55
C -1.62 2.45 -4.59
H 3.98 0.28 -5.44
H 3.02 -1.20 -5.43
H 2.97 -0.11 -4.05
H 2.87 2.94 -5.71
H 1.47 2.99 -4.62
H 1.27 3.33 -6.35
H 2.53 0.92 -8.31
H 0.77 1.06 -8.37
H 1.53 -0.52 -8.15
H 0.09 -0.93 -4.86
H -0.92 0.02 -5.94
H -1.01 2.66 -5.48
H -1.67 3.32 -3.95
H -2.62 2.16 -4.90
*
```

LUMO = 3.79 eV
Kohn-Sham gap = 0.18977 Eh
E = -7387.91487 Eh
Molecular weight = 946.46 g/mol

These are the Mulliken partial charges, in e, on atoms 1 to 8: 1.4193, -0.9496, 0.0289, -1.1002, -1.0872, 0.0264, 1.6307, -2.7755